This record from the OMol25 dataset describes 2 unconnected molecules or ions with the total composition C2H4N2OS in a non-equilibrium geometry. The level of theory is ωB97M-V/def2-TZVPD.

Geometry as XYZ:
```
10
Properties=species:S:1:pos:R:3:forces:R:3
C 1.238 1.916 0.023 0.01 -1.47 1.47
C -2.205 -1.562 0.152 0.68 -2.30 -0.55
N 2.145 -0.012 -1.108 0.22 0.58 -1.12
N 1.648 0.733 -0.187 0.39 0.24 -1.86
O -1.266 -0.816 0.200 -1.40 0.86 0.56
S 1.834 -0.810 0.415 0.24 -1.49 1.83
H 0.795 2.028 0.941 -0.78 0.45 2.18
H 1.039 2.624 -0.675 0.14 1.61 -2.46
H -1.976 -2.540 -0.386 -0.75 0.57 0.25
H -3.253 -1.561 0.626 1.26 0.94 -0.30
```
Forces are in eV/Å.

The LUMO energy is 0.44 eV. The value obtained for the frontier orbital gap is 8.2 eV.